Entry 1:
Computed, not measured: a molecular structure, C35H83O26P4Pb at a distorted geometry, with wB97M-V/def2-TZVPD.

XYZ file:
```
149
Properties=species:S:1:pos:R:3:forces:R:3:lowdin_charge:R:1
Pb -4.43712 2.11129 1.23098 3.49 -0.92 -0.58 1.634
C -0.01789 0.87520 0.21084 0.08 -0.08 -0.39 -0.079
C -1.37015 0.70111 -0.51516 0.46 1.08 0.23 -0.384
O -2.45658 1.17376 0.24391 -2.13 0.78 1.22 -0.522
H 0.02001 0.21674 1.07916 0.35 -0.11 -0.07 0.053
H 0.30284 1.86769 0.53145 -1.02 0.26 0.07 0.036
H 0.79908 0.71778 -0.50038 -0.02 -0.95 0.00 0.072
H -1.50657 -0.34517 -0.80324 0.00 -0.21 0.24 0.077
H -1.26406 1.22992 -1.46808 -0.33 0.22 -0.10 0.100
C -0.24059 -2.37024 -3.70562 0.01 0.33 0.16 -0.058
C -1.13737 -3.04912 -4.73621 0.82 -0.82 0.68 -0.261
O -2.35684 -2.30623 -4.82958 -0.78 -0.70 -0.14 -0.186
P -3.73540 -3.11487 -4.98982 -0.70 -0.93 -1.37 0.467
O -4.83080 -2.32930 -5.60442 1.18 -0.42 0.89 -0.225
O -3.33568 -4.46886 -5.81909 -0.59 1.33 1.70 -0.206
C -3.31967 -4.45351 -7.24718 0.84 0.89 -0.34 -0.281
C -2.39011 -5.57794 -7.68504 -0.75 0.37 0.01 -0.062
O -4.02807 -3.74458 -3.53492 0.35 0.14 -1.75 -0.167
C -4.76144 -2.98124 -2.60934 -0.03 1.14 2.11 -0.256
C -4.03702 -1.66151 -2.17796 0.03 -0.90 -0.64 -0.057
H -0.52288 -1.32274 -3.58628 0.42 0.20 -0.49 0.068
H -0.37906 -2.75442 -2.69328 -0.34 -0.45 -0.17 0.052
H 0.82144 -2.51688 -3.90169 -0.01 0.30 -0.25 0.082
H -0.76203 -3.23585 -5.74336 0.42 0.85 -0.03 0.118
H -1.20922 -4.08080 -4.38019 -0.99 0.02 0.12 0.117
H -4.32456 -4.37844 -7.66616 -0.18 -0.99 0.22 0.122
H -2.92137 -3.50519 -7.62652 0.43 0.11 0.33 0.115
H -2.74162 -6.53839 -7.30971 -0.21 -0.09 -0.45 0.080
H -2.34674 -5.49082 -8.77074 0.15 -0.62 -0.04 0.082
H -1.38818 -5.47005 -7.27014 -0.02 0.39 -0.05 0.071
H -5.80386 -2.74816 -2.83143 0.15 -0.22 -0.98 0.119
H -4.82252 -3.65360 -1.75097 0.02 0.18 0.16 0.105
H -4.69646 -0.99348 -1.62511 -0.02 -0.25 0.26 0.072
H -3.14875 -1.93703 -1.60887 -0.06 0.24 0.14 0.041
H -3.67634 -1.08658 -3.03124 -0.17 -0.08 -0.15 0.067
C -2.57789 7.95988 4.17740 0.44 -0.10 -0.17 -0.060
C -1.99448 6.68105 3.63947 0.27 0.39 -1.17 -0.252
O -2.56112 5.51248 4.31389 0.74 -0.36 -0.42 -0.159
P -2.20286 4.08102 3.72748 3.15 1.11 1.62 0.457
O -2.89443 3.67783 2.49498 -1.28 -0.90 -0.58 -0.375
O -0.59213 4.20434 3.48917 -2.23 0.49 0.88 -0.189
C 0.13787 3.23280 2.72369 -1.28 0.00 -1.09 -0.269
C 1.15872 2.55443 3.58473 0.45 0.29 -0.25 -0.041
O -2.37786 3.13934 4.99561 -1.17 0.53 -1.19 -0.196
C -1.78025 3.48215 6.27637 0.54 0.85 0.55 -0.208
C -2.54777 4.37297 7.29360 -0.59 -1.70 -1.35 -0.040
H -3.56749 8.02760 3.73075 -0.20 0.58 0.69 0.085
H -2.49581 8.06785 5.25875 -0.63 -0.49 0.09 0.084
H -1.93981 8.79000 3.86924 -0.21 -0.02 -0.60 0.088
H -2.23212 6.58291 2.57700 -0.42 0.07 0.00 0.118
H -0.90649 6.72732 3.57617 0.09 -0.66 1.01 0.120
H -0.61283 2.60757 2.22977 0.18 -0.60 0.44 0.079
H 0.49088 3.78288 1.84783 0.82 0.08 0.36 0.119
H 0.75261 1.82874 4.28864 -0.16 -0.02 -0.13 0.080
H 1.90563 2.08381 2.94442 -0.02 -0.19 0.10 0.084
H 1.67398 3.32708 4.15682 0.09 -0.06 0.03 0.089
H -1.65820 2.49397 6.71426 0.39 0.17 0.13 0.127
H -0.84182 3.99087 6.05465 0.28 -0.48 0.06 0.114
H -3.50713 3.86288 7.40135 -0.16 0.29 0.49 0.065
H -1.97893 4.24173 8.21206 -0.12 0.42 0.11 0.089
H -2.74217 5.39962 6.99681 0.41 -0.01 0.02 0.071
C 1.59721 -2.40448 -0.48812 -0.11 -0.58 0.99 -0.048
C 1.86811 -1.97556 0.97130 -0.01 0.93 -1.46 -0.265
O 2.89894 -2.78292 1.52811 0.19 -0.71 0.07 -0.157
P 2.47323 -4.01277 2.43094 0.13 -0.72 0.72 0.399
O 1.72212 -3.65675 3.64436 -0.11 0.24 -0.23 -0.236
O 1.69595 -5.01416 1.46272 0.27 1.33 0.70 -0.178
C 0.81992 -5.96580 2.07794 -0.58 -2.19 -1.53 -0.241
C 1.21861 -7.29913 1.41484 -0.40 -0.55 0.36 -0.066
O 3.83940 -4.77700 2.72041 -1.21 -0.33 -1.10 -0.162
C 4.55534 -4.53332 3.91030 0.39 0.69 1.05 -0.273
C 3.97564 -5.11647 5.19050 -0.05 -1.26 -0.27 -0.078
H 2.35666 -2.00815 -1.15775 0.07 -0.24 0.03 0.057
H 1.62334 -3.49283 -0.42601 0.01 -0.04 -0.65 0.075
H 0.62100 -2.11413 -0.87365 -0.05 0.20 0.24 0.047
H 2.28399 -0.97000 0.90537 -0.13 0.09 0.56 0.106
H 0.97602 -1.98074 1.59826 0.02 -0.07 0.05 0.094
H 0.77706 -6.00048 3.16452 0.68 0.33 0.00 0.117
H -0.20587 -5.81033 1.73828 0.08 0.64 0.03 0.099
H 2.24219 -7.60916 1.62198 0.06 0.23 0.02 0.076
H 0.57382 -8.13223 1.70623 -0.08 0.14 0.48 0.075
H 1.05740 -7.27813 0.33665 0.27 0.49 -0.04 0.076
H 5.53094 -5.00312 3.78468 0.04 0.29 -0.26 0.122
H 4.65071 -3.44544 3.96043 0.38 -0.06 0.42 0.119
H 4.68381 -4.95456 6.00344 -0.25 0.50 0.12 0.080
H 2.93954 -4.88747 5.42808 0.23 0.71 0.04 0.063
H 3.96966 -6.20902 5.11722 0.08 -0.09 -0.29 0.077
C 4.91526 5.99157 -3.21245 0.47 -0.90 0.44 -0.064
C 5.03323 4.73844 -4.06425 -0.38 1.43 -0.26 -0.261
O 3.96679 3.88123 -3.62586 0.14 -1.05 -0.10 -0.198
P 3.85740 2.51547 -4.44444 -1.10 -0.31 -0.01 0.423
O 3.94316 2.63072 -5.90086 0.26 0.16 0.26 -0.212
O 4.98442 1.61650 -3.74915 0.35 -0.58 -0.49 -0.171
C 4.69122 0.24381 -3.36265 -2.66 0.52 1.02 -0.206
C 4.13061 0.41841 -1.95708 0.08 -0.50 0.98 -0.072
O 2.43478 1.93601 -3.92610 0.73 0.79 0.52 -0.238
C 1.22929 1.77486 -4.70918 2.10 -1.95 -2.35 -0.186
C 1.61552 0.97499 -6.03897 -1.81 0.82 0.76 -0.075
H 5.53753 6.81411 -3.56120 -0.31 0.06 -0.33 0.084
H 3.84784 6.19799 -3.15127 0.15 0.56 0.15 0.089
H 5.32651 5.71929 -2.23747 -0.38 0.21 0.28 0.073
H 4.78145 4.99541 -5.09371 0.61 -0.21 -0.17 0.117
H 6.01732 4.28891 -3.93317 -0.13 -0.29 -0.30 0.127
H 3.85694 -0.08197 -3.98640 0.18 -0.23 -0.19 0.096
H 5.41803 -0.56538 -3.37760 0.99 0.97 -0.48 0.126
H 3.70635 -0.47744 -1.49767 0.15 -0.30 -0.36 0.052
H 4.90428 0.73637 -1.25596 0.11 0.18 -0.15 0.089
H 3.32566 1.14871 -1.93667 0.09 0.10 -0.16 0.048
H 0.58692 1.11104 -4.13677 -0.15 0.50 0.32 0.095
H 0.78139 2.70100 -5.06204 -0.04 0.21 0.69 0.118
H 0.67045 0.51147 -6.33548 0.05 -0.16 -0.24 0.066
H 1.88485 1.68595 -6.81385 0.35 -0.23 0.02 0.060
H 2.34994 0.18168 -5.92389 0.13 0.22 0.24 0.068
C 4.60483 7.63023 0.08531 1.88 -0.73 -0.14 -0.042
O 3.39215 6.90912 0.10253 -1.65 1.31 0.24 0.008
C 3.31350 5.60227 0.20608 1.68 -1.30 -1.62 -0.589
O 4.18992 4.87305 0.61679 -0.85 0.39 0.30 0.119
O 2.21789 5.16909 -0.48023 0.19 0.51 0.46 -0.002
C 2.26576 3.79129 -0.82072 0.34 -1.35 0.60 -0.067
H 4.75798 8.05811 -0.90470 -0.39 0.07 -0.01 0.091
H 5.44500 6.95096 0.24458 -0.10 -0.17 0.02 0.094
H 4.74585 8.40999 0.83163 -0.91 -0.07 0.19 0.095
H 3.22701 3.47698 -1.22469 0.05 0.47 -0.17 0.080
H 1.49150 3.49819 -1.52659 -0.14 0.71 -0.06 0.098
H 2.14028 3.16212 0.06428 -0.11 0.15 0.19 0.072
C -1.91662 -0.60235 3.49413 0.46 -0.79 -0.65 0.012
O -2.64162 -0.14422 4.64333 0.38 -0.44 -0.15 0.079
C -3.72025 0.51905 4.42634 -0.89 2.91 1.07 -0.582
O -4.13301 0.98285 3.35907 0.07 -0.73 -0.59 -0.153
O -4.28902 0.86509 5.58073 0.87 -1.03 0.44 0.025
C -5.24687 1.91523 5.66117 -0.49 0.02 -1.92 -0.006
H -1.28647 -1.42414 3.82896 -0.35 -0.17 0.12 0.112
H -1.21896 0.10513 3.04431 -0.44 0.66 0.36 0.086
H -2.62825 -0.91213 2.73145 0.15 -0.12 -0.02 0.087
H -6.00232 1.66583 6.39919 0.32 0.05 0.17 0.111
H -5.70365 1.96483 4.67006 -0.50 0.04 0.22 0.087
H -4.77065 2.88790 5.76202 0.19 -0.19 0.63 0.080
C -2.25029 -3.15975 0.87915 -1.30 1.14 0.41 -0.044
O -1.98192 -4.46190 0.43834 1.82 0.51 -0.18 0.014
C -2.96685 -5.28760 0.21379 -0.84 -1.72 -1.76 -0.602
O -4.13425 -5.13803 0.45903 0.15 0.24 0.36 0.132
O -2.45040 -6.34647 -0.48592 0.07 0.78 1.69 -0.022
C -3.34059 -7.42217 -0.80671 -0.53 0.68 -0.78 -0.032
H -2.63948 -3.18518 1.89742 0.11 0.05 0.05 0.099
H -2.98689 -2.64305 0.25899 -0.34 -0.49 -0.01 0.077
H -1.41033 -2.46937 0.80717 0.67 -0.81 0.11 0.082
H -4.16844 -7.58361 -0.11768 0.36 0.19 0.41 0.095
H -2.73487 -8.31607 -0.92365 -0.02 0.10 -0.05 0.095
H -3.79413 -7.08789 -1.74131 -0.08 -0.64 -0.21 0.098
```
Forces are in eV/Å.

Spin multiplicity   1
Net charge   +1
LUMO energy   -0.13917 hartree
Gap between HOMO and LUMO   7.847 eV

Entry 2:
Computed, not measured: a molecular structure, C44H50LiO20S at a distorted geometry, with wB97M-V/def2-TZVPD.

XYZ file:
```
116
Properties=species:S:1:pos:R:3:forces:R:3:lowdin_charge:R:1
Li 0.51256 -1.58459 2.27286 -0.03 0.55 -0.07 0.753
S 0.99156 -0.40340 -0.59723 0.03 -2.06 -0.56 0.364
O 1.55595 0.92338 -0.83775 -0.06 0.52 0.23 -0.345
O 1.86571 -1.44781 -1.15036 -0.64 0.80 -0.75 -0.323
O 0.92906 -0.66234 0.84544 -0.66 0.28 1.42 -0.427
O -0.33750 -0.49140 -1.20930 -0.20 0.11 0.29 -0.338
C 3.66916 0.69615 -3.22748 2.48 2.41 0.64 -0.181
O 3.90870 0.88496 -1.84671 -2.46 -2.02 0.91 -0.179
H 2.71744 1.12938 -3.37801 -0.79 1.51 -1.33 0.055
H 3.53169 -0.23669 -3.62094 -0.09 -3.42 -0.17 0.022
H 4.61347 1.04268 -3.76969 -1.66 0.41 0.34 0.106
H 2.94728 0.59849 -1.45319 3.63 1.25 -0.83 0.056
C 0.80184 -1.03691 -4.81280 -2.60 3.12 3.99 -0.132
O -0.42627 -0.56532 -5.38010 -0.74 -0.37 0.00 -0.152
H 0.79130 -2.06637 -4.85199 -0.13 -2.53 1.02 0.037
H 0.79424 -0.45763 -3.68946 0.75 -2.30 -2.71 0.143
H 1.69304 -0.82518 -5.30466 1.16 1.49 -1.37 0.049
H -1.17219 -0.94764 -4.82199 1.51 0.65 -1.07 0.065
C -1.69632 3.18857 -3.88792 3.49 1.90 2.25 0.017
C -0.71822 2.81495 -2.95410 0.16 3.38 0.41 0.009
C 0.05969 3.79856 -2.25375 0.47 -1.47 0.10 -0.294
C -0.05478 5.17390 -2.49594 0.56 -2.46 0.83 -0.011
C -0.99410 5.44407 -3.44550 0.34 4.22 -0.63 -0.068
C -1.69390 4.54613 -4.17074 -1.68 -0.95 -0.11 -0.359
O -2.51416 5.07358 -5.14418 -0.15 -0.49 -0.46 0.020
O 1.02686 3.42586 -1.34859 -0.21 -1.99 -0.21 -0.020
H -2.17184 2.40867 -4.32962 -1.77 -1.77 -1.69 0.081
H -0.45992 1.82912 -2.82239 0.27 -2.26 0.50 0.064
H 0.69891 5.76343 -1.95311 -0.91 0.36 -0.52 0.129
H -1.18805 6.51084 -3.76310 0.34 -1.15 0.38 0.137
H -2.64163 4.30087 -5.70199 -0.51 0.31 -0.50 0.093
H 1.15079 2.38239 -1.26587 -0.71 2.66 -0.49 0.082
C 1.27653 -5.87812 -3.19576 0.70 1.79 -0.33 0.045
C 0.58698 -7.00600 -2.82644 -1.18 6.97 3.41 -0.039
C -0.30461 -6.93041 -1.78769 0.46 3.48 3.50 -0.361
C -0.36141 -5.76769 -0.98553 -1.06 -0.98 0.33 -0.003
C 0.37919 -4.65940 -1.30927 -0.53 -0.81 -0.69 -0.054
C 1.13057 -4.59022 -2.42566 1.27 -5.14 -2.99 -0.317
O 1.84346 -3.55793 -2.80828 1.10 -1.36 -2.28 0.089
O -1.03965 -7.94757 -1.40665 -0.74 -2.80 -4.83 0.086
H 1.91999 -6.06200 -4.11336 -0.54 1.10 1.35 0.128
H 0.65696 -7.85352 -3.21218 0.99 -7.13 -3.96 0.038
H -1.04277 -5.71559 -0.08241 0.81 -0.26 -1.22 0.133
H 0.28783 -3.76234 -0.83743 -0.40 2.28 1.95 0.086
H 1.61626 -2.82171 -2.30720 -0.44 2.87 1.67 0.010
H -1.29181 -8.19212 -0.58149 -0.51 0.04 3.91 0.058
C -4.17796 -1.41053 -3.71911 2.99 2.28 2.80 -0.022
C -4.59343 -2.48381 -4.34900 -2.86 -1.41 -1.20 -0.050
C -3.78563 -3.61855 -4.46498 3.16 3.62 2.27 -0.379
C -2.47449 -3.61682 -3.87850 -0.75 0.06 -0.63 0.019
C -2.03227 -2.44500 -3.23328 1.30 -1.71 -0.76 -0.055
C -2.82577 -1.36274 -3.19937 -2.06 2.32 0.47 -0.313
O -2.43398 -0.16401 -2.65678 -1.21 0.16 -0.81 0.009
O -4.08544 -4.58705 -5.24922 -1.96 -2.78 -2.04 0.095
H -4.89471 -0.64290 -3.45088 0.43 0.37 -0.27 0.121
H -5.67112 -2.31168 -4.65692 1.36 -1.43 -0.21 0.140
H -1.71087 -4.45825 -4.05127 -1.44 1.12 0.27 0.140
H -0.98170 -2.38263 -2.93924 -0.38 0.00 0.29 0.109
H -1.56146 -0.17858 -2.25174 0.53 -0.41 -0.04 0.011
H -3.44266 -5.18842 -4.92483 0.67 -2.14 -0.60 0.084
C 4.12553 -3.27692 2.09250 1.17 1.65 0.52 -0.011
C 4.43787 -2.74216 3.40254 -0.64 -1.71 -0.13 -0.051
C 4.69148 -1.40424 3.61453 -0.74 3.10 -1.97 -0.314
C 4.66885 -0.52760 2.46178 0.63 -1.89 -0.27 0.012
C 4.47769 -1.00707 1.15626 -0.73 -5.06 5.40 0.023
C 4.18148 -2.39786 0.95819 -2.67 -0.65 0.15 -0.226
O 3.63273 -2.93528 -0.22024 6.28 -2.99 3.27 0.021
O 4.76497 -0.82330 4.85439 -0.44 -4.09 1.00 0.040
H 3.95025 -4.37991 2.05202 -0.07 1.28 -0.45 0.115
H 4.34196 -3.48082 4.24316 0.32 1.05 -0.67 0.116
H 4.94725 0.51859 2.46334 -0.13 0.12 0.75 0.110
H 4.69210 -0.33221 0.50195 0.52 3.60 -4.88 0.044
H 2.91880 -2.57970 -0.62046 -3.49 3.12 -1.45 -0.049
H 4.93613 0.06353 5.04036 0.46 2.23 -0.92 0.070
C 2.18717 2.21151 2.47829 -0.70 0.94 1.03 0.000
C 1.97241 2.54524 3.82584 0.49 -0.04 -0.33 0.008
C 2.86397 3.48277 4.38064 -5.63 -3.23 1.96 -0.417
C 3.83295 4.08468 3.77543 3.48 1.42 -2.12 -0.067
C 4.06378 3.78539 2.45638 -1.50 -0.17 -2.79 0.020
C 3.10453 2.97578 1.72691 1.97 -0.59 2.78 -0.303
O 3.35172 2.63521 0.47519 1.13 0.96 -0.72 0.069
O 2.61883 3.77037 5.65986 1.12 1.68 2.90 0.041
H 1.65827 1.40283 1.99928 -0.22 -0.03 -0.22 0.082
H 1.19172 2.16128 4.56599 1.05 0.05 -1.60 0.128
H 4.46747 4.74422 4.32572 0.33 0.39 0.19 0.122
H 4.84474 4.29740 1.88364 -0.24 -0.36 0.21 0.118
H 2.60788 2.17513 0.10795 -0.56 -0.63 -0.51 0.036
H 1.80460 3.47819 6.05589 -0.42 -0.42 -0.50 0.091
C -3.49518 2.84792 1.32320 -2.11 1.09 1.69 -0.052
C -2.85008 1.87177 0.61586 1.50 -3.78 -3.92 -0.030
C -3.15405 0.45864 0.80125 -1.69 1.31 3.22 -0.265
C -4.07890 0.15396 1.90953 2.49 5.00 -2.64 0.008
C -4.62057 1.14096 2.69746 0.16 2.58 -0.58 -0.038
C -4.41274 2.49293 2.38949 1.12 0.59 -2.79 -0.317
O -5.18915 3.44443 3.01452 0.12 -1.26 1.63 0.020
O -2.64447 -0.62589 0.19617 -0.53 0.01 0.50 0.043
H -3.45708 3.93270 1.04191 0.34 -1.15 0.24 0.127
H -2.19608 1.95429 -0.40039 -1.39 0.76 2.69 0.163
H -4.15131 -0.72454 2.32053 -0.42 -5.35 1.27 0.048
H -5.22667 1.05416 3.57495 -0.40 -0.95 0.31 0.112
H -5.38418 4.25104 2.56848 0.36 0.54 -1.02 0.083
H -1.86910 -0.49786 -0.36434 0.46 0.49 -0.21 0.034
C -1.83868 0.27732 5.51850 -0.71 7.54 0.44 0.026
C -2.31644 1.07692 6.59652 -0.16 0.19 -2.11 0.028
C -2.54843 2.53370 6.47743 1.13 -5.27 2.29 -0.306
C -2.17329 3.05405 5.31995 0.39 -1.41 -1.79 -0.019
C -1.67353 2.35583 4.22422 -0.18 -0.41 0.68 -0.024
C -1.47797 1.04088 4.36582 0.90 -3.99 0.33 -0.330
O -0.80023 0.33363 3.37085 0.07 1.64 -1.75 -0.034
O -2.88345 3.28152 7.55353 -0.27 1.16 -0.10 0.059
H -1.93840 -0.69628 5.68683 0.38 -4.07 -0.10 0.060
H -2.57621 0.40014 7.38133 -0.49 0.57 1.23 0.088
H -2.26186 4.02509 5.20487 -0.54 4.86 -0.49 0.082
H -1.43929 2.69510 3.23351 0.01 1.14 0.01 0.123
H -0.64727 1.02770 2.63633 -0.19 -1.88 1.23 0.121
H -3.20890 2.77980 8.29900 -0.02 -0.48 -0.10 0.102
```
Forces are in eV/Å.

Spin multiplicity   1
Net charge   -1
LUMO energy   0.03658 hartree
Gap between HOMO and LUMO   6.301 eV

How do the records compare in HOMO energy? In the order shown, they have -11.63; -5.31 eV.
How do the records compare in molar mass? In the order shown, they have 1251.12; 937.87 g mol⁻¹.
How do the records compare in relative energy (zero: lowest compared OMol25 entry of this formula, charge and spin)? In the order shown, they have 0.0; 12.1 kcal per mole.